DFT (wB97M-V/def2-TZVPD) results for a structure of composition C12H42AgN18O13 at a distorted geometry.

Last column: Löwdin spin population.
Element x y z (Å)
Ag 11.98 25.47 21.52  0.32
C 13.01 27.59 19.97  0.00
O 13.63 28.30 19.15  0.06
O 13.54 27.12 21.05  0.31
O 11.84 27.08 19.81  0.29
C 16.85 28.43 15.66  0.00
C 15.93 28.13 16.83  0.00
O 14.57 28.29 16.47  0.00
H 16.64 27.71 14.87  0.00
H 17.88 28.31 15.97  0.00
H 16.70 29.44 15.28  0.00
H 16.22 28.72 17.71  0.00
H 16.12 27.09 17.16  0.00
H 14.03 28.39 17.27  0.00
C 11.37 27.55 24.00  0.00
O 11.01 26.54 23.39  0.00
N 12.18 28.51 23.48  0.00
N 10.93 27.80 25.26  0.00
H 12.59 29.17 24.11  0.00
H 12.55 28.42 22.56  0.00
H 10.50 27.04 25.76  0.00
H 11.34 28.51 25.85  0.00
C 13.23 23.95 18.74  0.00
O 12.53 24.08 19.75  0.00
N 13.61 25.02 17.98  0.00
N 13.59 22.74 18.26  0.00
H 13.98 24.86 17.06  0.00
H 13.24 25.91 18.25  0.00
H 14.19 22.63 17.46  0.00
H 13.25 21.92 18.72  0.00
C 17.16 26.16 20.19  0.00
O 18.25 25.64 20.36  0.00
N 16.99 27.45 19.78  0.00
N 15.99 25.50 20.45  0.00
H 17.82 27.84 19.38  0.00
H 16.07 27.87 19.73  0.00
H 15.08 25.91 20.32  0.00
H 16.05 24.55 20.78  0.00
C 14.63 24.71 23.69  0.00
O 13.68 24.86 22.92  0.00
N 15.81 25.35 23.53  0.00
N 14.54 23.89 24.78  0.00
H 16.00 25.83 22.67  0.00
H 16.59 25.16 24.14  0.00
H 15.35 23.83 25.37  0.00
H 13.67 23.47 25.02  0.00
C 9.15 24.83 19.91  0.00
O 9.86 25.34 20.78  0.01
N 7.80 25.03 19.88  0.00
N 9.62 23.98 18.97  0.00
H 7.36 25.50 20.64  0.00
H 7.29 24.72 19.07  0.00
H 10.60 23.75 18.90  0.00
H 8.96 23.59 18.32  0.00
C 15.51 30.13 22.34  0.00
O 16.09 30.89 23.11  0.00
N 14.97 30.53 21.15  0.00
N 15.40 28.79 22.62  0.00
H 14.61 29.81 20.54  0.00
H 15.24 31.40 20.72  0.00
H 14.90 28.19 21.98  0.00
H 15.63 28.49 23.54  0.00
C 14.13 32.05 17.36  0.00
O 14.03 33.25 17.17  0.00
N 14.94 31.29 16.57  0.00
N 13.50 31.40 18.36  0.00
H 14.93 30.28 16.47  0.00
H 15.28 31.83 15.79  0.00
H 12.96 31.96 18.99  0.00
H 13.67 30.43 18.57  0.00
C 9.00 29.62 20.38  0.00
O 8.09 30.42 20.41  0.00
N 8.84 28.26 20.39  0.00
N 10.32 30.01 20.45  0.00
H 7.89 27.95 20.46  0.00
H 9.60 27.61 20.25  0.00
H 10.54 30.98 20.33  0.00
H 11.03 29.31 20.31  0.00
C 10.52 27.77 16.21  0.00
O 10.01 27.61 15.12  0.00
N 10.36 26.89 17.26  0.00
N 11.22 28.89 16.57  0.00
H 10.96 26.95 18.07  0.00
H 9.93 26.02 17.02  0.00
H 11.36 29.64 15.93  0.00
H 11.49 28.98 17.54  0.00

E_LUMO (spin up / spin down) ... -0.140 / -3.290 eV
E ... -2593.54246 a.u.
Spin multiplicity ... 2


DFT (wB97M-V/def2-TZVPD) results for a cluster of 2 separate species, C4H4O in total at a distorted geometry.

Last column: natural (NBO) charge in e.
Element x y z (Å)
C 0.42 -2.84 1.91  0.06
C 0.25 -1.75 1.49  -0.34
C -0.13 0.82 0.33  0.52
C -0.05 0.60 -1.13  -0.73
O -0.33 1.81 0.96  -0.41
H 0.01 -0.22 0.90  0.13
H 0.70 -0.15 -1.35  0.25
H 0.16 1.53 -1.66  0.25
H -1.02 0.21 -1.45  0.26

E_LUMO (spin up / spin down) ... -2.563 / -2.257 eV
E ... -229.73839 a.u.
Relative energy (zero: lowest compared OMol25 entry of this formula, charge and spin) ... 181.70 kcal/mol


DFT (wB97M-V/def2-TZVPD) results for a cluster of 2 separate species, C3H11N6 in total at a distorted geometry.

Last column: natural (NBO) charge in e.
Element x y z (Å)
C 0.69 -0.54 0.42  0.23
C 2.10 -0.30 0.12  0.19
C -4.16 1.10 0.14  -0.49
N -2.82 0.66 0.28  -0.01
N 2.68 0.59 0.81  -0.15
N -0.08 -1.42 -0.17  -0.67
N 2.85 -0.82 -0.90  -0.82
N 3.86 1.03 0.62  -0.53
N -2.46 -0.43 -0.02  -0.36
H -4.87 0.36 -0.26  0.19
H -4.47 1.33 1.18  0.25
H -4.13 2.00 -0.35  0.24
H 0.41 -2.10 -0.75  0.40
H -1.14 -1.26 -0.27  0.44
H 2.40 -1.39 -1.64  0.39
H 3.52 -0.26 -1.24  0.38
H 4.57 0.53 0.17  0.38
H 3.99 1.81 1.18  0.41
H -3.11 -1.05 -0.41  0.30
H 0.19 0.14 1.08  0.24

E_LUMO (spin up / spin down) ... -4.180 / -4.179 eV
E ... -449.08243 a.u.
Charge ... +1
Relative energy (zero: lowest compared OMol25 entry of this formula, charge and spin) ... 60.89 kcal/mol


DFT (wB97M-V/def2-TZVPD) results for the molecule C3H8N2O at a distorted geometry.

Last column: natural (NBO) charge in e.
Element x y z (Å)
N 2.54 -0.56 0.08  -0.85
C 1.04 -0.63 0.11  -0.05
N 0.04 0.32 -0.45  -0.66
C -1.19 0.41 0.39  -0.34
C -2.43 0.49 -0.49  0.43
O -3.57 0.64 -0.12  -0.51
H 3.04 -0.78 -0.77  0.37
H 2.95 0.23 0.52  0.36
H 0.87 -1.61 -0.34  0.18
H 0.81 -0.77 1.15  0.16
H 0.49 1.31 -0.57  0.36
H -1.10 1.20 1.15  0.21
H -1.23 -0.56 0.90  0.22
H -2.27 0.28 -1.55  0.12

SMILES ... NCNCC=O
E_LUMO ... 0.972 eV
E ... -303.80369 a.u.
Relative energy (zero: lowest compared OMol25 entry of this formula, charge and spin) ... 55.50 kcal/mol


DFT (wB97M-V/def2-TZVPD) results for the ion C8H14NO3 with charge +1 at a distorted geometry.

Last column: natural (NBO) charge in e.
Element x y z (Å)
N -0.23 -1.31 0.93  -0.78
C 0.15 0.03 0.39  0.03
C -1.25 0.74 0.53  0.08
O -1.18 2.12 0.30  -0.69
C -2.32 0.18 -0.40  -0.13
O -2.47 -1.21 -0.25  -0.71
C 1.18 0.63 1.28  -0.20
C 2.45 0.22 1.02  -0.20
C 2.76 -0.45 -0.16  -0.22
C 1.96 -0.63 -1.24  -0.19
C 0.52 -0.09 -1.14  0.07
O 0.28 1.14 -1.72  -0.73
H 0.45 -2.13 0.61  0.46
H -1.27 -1.47 0.45  0.47
H -0.26 -1.23 2.03  0.45
H -1.46 0.51 1.59  0.18
H -1.20 2.27 -0.67  0.49
H -3.25 0.71 -0.25  0.22
H -2.16 0.21 -1.53  0.22
H -3.34 -1.42 0.02  0.52
H 0.85 1.29 2.15  0.25
H 3.22 0.55 1.63  0.24
H 3.80 -0.89 -0.27  0.25
H 2.12 -0.85 -2.25  0.24
H -0.22 -0.81 -1.56  0.20
H 0.86 1.89 -1.48  0.51

SMILES ... [NH3+][C@@]1([C@@H](O)CO)C=CC=C[C@@H]1O
E_LUMO ... -3.731 eV
E ... -593.37385 a.u.
Charge ... +1
Relative energy (zero: lowest compared OMol25 entry of this formula, charge and spin) ... 26.43 kcal/mol